Entry 1:
The following is a quantum chemistry calculation of a molecular structure, C13H26N6O6Pt at a distorted geometry, from the OMol25 dataset.

Positions of all 52 atoms, in Å:
O (-0.018278, 0.322357, -5.117508)
H (-0.519308, -0.055288, -5.855075)
Pt (0.136659, -0.041915, 0.065506)
N (0.337632, 1.630235, 1.124041)
N (1.525499, 0.925497, -0.957550)
N (-1.107121, -1.083460, 1.236171)
N (-0.198283, -1.685953, -1.012504)
O (-0.306673, 1.808207, 2.228562)
O (-1.391718, -0.734304, 2.535201)
O (0.271301, -1.948678, -2.273583)
O (1.991653, 0.449518, -2.030013)
C (1.948679, 2.116627, -0.452363)
C (1.334831, 2.469818, 0.757582)
C (-1.313651, -2.359588, 0.885316)
C (-0.772459, -2.703343, -0.365990)
C (1.674400, 3.571739, 1.679674)
H (1.960862, 3.212965, 2.686217)
H (0.817696, 4.260009, 1.771818)
H (2.522308, 4.117572, 1.244621)
C (3.073473, 2.777323, -1.144770)
H (2.791115, 3.027804, -2.180579)
H (3.955765, 2.114664, -1.171442)
H (3.326327, 3.693412, -0.595733)
C (-1.995263, -3.315851, 1.783846)
C (-0.815030, -4.068410, -0.943303)
H (-2.642445, -2.804324, 2.509691)
H (-1.276425, -3.962088, 2.322659)
H (-2.602360, -3.988559, 1.154903)
H (-0.031154, -4.230673, -1.697457)
H (-1.804666, -4.250940, -1.397886)
H (-0.702314, -4.807139, -0.130590)
H (-1.155888, 0.241144, 2.599554)
H (0.662446, -1.109960, -2.623265)
C (-0.942289, 0.799472, -4.150499)
H (-0.351978, 1.425542, -3.487549)
H (-1.284099, -0.040052, -3.548776)
H (-1.785679, 1.347562, -4.586408)
O (-2.134887, 1.139805, -0.294914)
H (-2.158288, 0.308576, 0.235664)
H (-1.548641, 1.692827, 0.265840)
C (1.814196, -0.265844, 3.219159)
C (2.344755, -0.966382, 2.034876)
N (1.881361, -0.979823, 0.787540)
C (2.660274, -1.788800, 0.004222)
C (3.665192, -2.260028, 0.791247)
N (3.450099, -1.726890, 2.055555)
H (0.797261, -0.589276, 3.487760)
H (2.480355, -0.477574, 4.067974)
H (1.785976, 0.826001, 3.078651)
H (2.412566, -1.954319, -1.028958)
H (4.481561, -2.904274, 0.522931)
H (3.995752, -1.849441, 2.909935)

Force components x, y, z for each atom (eV/Å):
O -0.211 -0.086 -0.737
H 0.252 0.073 0.306
Pt 0.258 1.514 -0.319
N 1.760 1.123 -0.193
N -0.036 2.347 -0.232
N -0.504 -0.264 -0.110
N -0.062 -0.482 -0.082
O -0.593 -0.059 0.706
O -0.112 0.654 0.757
O 0.375 0.117 -0.856
O 0.246 -0.314 -0.535
C 0.190 -2.498 -1.432
C -2.120 -1.445 1.424
C 0.533 0.168 0.024
C 0.074 0.350 -0.105
C 0.367 0.756 -0.251
H -0.313 0.076 -0.454
H 0.330 -0.248 0.182
H -0.241 0.040 0.346
C 0.246 0.517 0.037
H 0.218 -0.110 0.325
H -0.328 0.237 -0.108
H 0.108 -0.167 -0.368
C -0.403 -0.783 0.029
C -0.452 -0.703 0.029
H 0.293 -0.197 -0.277
H -0.263 0.345 -0.066
H 0.054 0.168 0.416
H -0.359 0.154 0.317
H 0.392 -0.072 -0.054
H 0.021 0.222 -0.392
H 0.001 -0.412 -0.302
H -0.064 -0.308 0.581
C 0.419 -0.254 0.245
H -0.182 0.314 0.044
H -0.457 -0.034 0.107
H 0.180 -0.036 0.128
O 0.270 -0.133 0.645
H -0.629 0.553 -0.417
H -0.862 0.094 -0.363
C 0.000 0.374 0.674
C 0.005 -0.177 -1.348
N 0.452 -0.606 1.426
C 0.347 0.041 0.894
C -0.021 -0.017 -0.178
N 0.598 -0.349 0.459
H 0.361 0.048 -0.238
H -0.225 0.075 -0.145
H -0.052 -0.436 -0.027
H 0.180 -0.008 -0.051
H 0.113 -0.021 0.284
H -0.153 -0.139 -0.747

Results
HOMO level (alpha / beta) in eV: -5.984 / -7.054
Orbital gap (alpha / beta) in eV: 6.3 / 6.6
Energy relative to the best compared isomer or geometry (same formula, charge and spin) in kJ/mol: 0.0
Multiplicity: 3

---

Entry 2:
The following is a quantum chemistry calculation of 2 unconnected molecules or ions with the total composition C2H8OS2 at a distorted geometry, from the OMol25 dataset.

Positions of all 13 atoms, in Å:
C (0.379618, -2.474827, -2.790505)
O (0.368716, -1.063833, -2.482701)
H (0.340709, -3.172512, -1.962255)
H (1.353498, -2.539319, -3.278026)
H (-0.374393, -2.561563, -3.568036)
H (-0.408874, -0.806590, -1.973984)
C (-1.369150, 0.872886, -0.188439)
S (0.325971, 0.961313, 0.446378)
S (0.053972, 0.569299, 2.445918)
H (-1.590313, -0.122285, -0.592517)
H (-2.157241, 1.110884, 0.517695)
H (-1.358886, 1.494295, -1.087172)
H (0.722726, -0.611557, 2.514919)

Force components x, y, z for each atom (eV/Å):
C 0.586 1.911 -1.143
O 0.024 -0.100 0.779
H -0.356 0.093 0.227
H -0.068 -0.599 0.024
H -0.242 -0.999 0.143
H 0.110 -0.354 -0.122
C 0.236 -0.863 -1.011
S -0.258 0.252 0.275
S 0.365 -0.309 0.080
H 0.001 -0.112 0.435
H 0.203 0.408 0.064
H -0.244 0.413 0.339
H -0.356 0.259 -0.092

Results
HOMO level in eV: -8.824
Orbital gap in eV: 9.4
Energy relative to the best compared isomer or geometry (same formula, charge and spin) in kJ/mol: 110.8
Multiplicity: 1
SMILES: CSS.CO

---

Entry 3:
The following is a quantum chemistry calculation of C5H4S in the gas phase at a distorted geometry, from the OMol25 dataset.

Positions of all 10 atoms, in Å:
C (1.194608, -0.073682, -0.026144)
C (0.318192, 1.181995, -0.172487)
C (-0.940293, 0.834606, 0.038535)
C (-1.111310, -0.732379, 0.073800)
C (0.191063, -1.230176, -0.185464)
H (0.698445, 2.092500, -0.137792)
H (-1.870086, 1.277523, 0.119067)
H (-2.133522, -1.235284, 0.675728)
H (0.830274, -2.098792, -0.460387)
S (2.822633, -0.016314, 0.075140)

Force components x, y, z for each atom (eV/Å):
C -1.760 1.390 -2.198
C -0.822 -4.229 1.470
C 0.163 -3.640 -0.177
C 1.704 -0.878 1.663
C -0.051 1.055 1.121
H 1.696 3.991 -0.127
H -1.248 1.883 0.097
H 3.254 1.235 -2.700
H -1.781 -0.267 0.696
S -1.155 -0.540 0.155

Results
HOMO level in eV: -8.939
Orbital gap in eV: 7.5
Energy relative to the best compared isomer or geometry (same formula, charge and spin) in kJ/mol: 211.3
Multiplicity: 1
SMILES: S=C1C=CC=C1

---

Entry 4:
The following is a quantum chemistry calculation of a gas-phase ion, C4H9INOS (charge +1), from the OMol25 dataset.

Positions of all 17 atoms, in Å:
S (-0.276286, 0.821849, 2.509456)
C (-0.400965, 1.208284, 0.742666)
C (-1.413647, 0.343856, -0.032681)
N (-0.686965, -0.495235, -1.056446)
C (0.594025, -1.088321, -0.551344)
C (1.501861, 0.046479, -0.044970)
I (3.150968, 0.356422, -1.349437)
O (0.804262, 1.260316, 0.016889)
H (0.042082, -0.470355, 2.388395)
H (-0.756959, 2.235855, 0.759115)
H (-2.118661, 0.968757, -0.572583)
H (-1.946956, -0.336003, 0.625640)
H (-0.515687, 0.035602, -1.911417)
H (-1.304371, -1.264328, -1.313604)
H (0.331386, -1.786992, 0.242367)
H (1.058323, -1.625163, -1.371909)
H (1.937591, -0.211023, 0.919863)

Force components x, y, z for each atom (eV/Å):
S 0.095 0.113 -0.041
C -0.211 0.112 0.263
C 0.155 -0.031 0.077
N -0.192 -0.203 0.082
C 0.075 0.106 0.113
C 0.252 -0.062 -0.022
I -0.003 0.034 -0.041
O 0.099 0.129 -0.192
H -0.039 -0.188 -0.004
H -0.009 0.020 -0.066
H -0.096 -0.048 -0.037
H -0.053 -0.031 -0.051
H 0.151 0.186 0.069
H -0.035 -0.009 -0.173
H -0.050 0.005 0.007
H -0.071 -0.143 0.007
H -0.067 0.011 0.009

Results
HOMO level in eV: -13.279
Orbital gap in eV: 9.6
Multiplicity: 1
SMILES: S[C@@H]1C[NH2+]C[C@@H](I)O1
Total charge: +1

---

Entry 5:
The following is a quantum chemistry calculation of a molecular structure, C34H45BIN3O3P at a distorted geometry, from the OMol25 dataset.

Positions of all 88 atoms, in Å:
C (10.534385, -1.151250, 0.680057)
C (9.224373, -1.233346, 0.528083)
C (7.706496, -1.541189, 0.020394)
C (6.883233, -0.162635, -0.316718)
C (5.643659, -0.558882, -1.281686)
C (4.238791, 0.109532, -0.883575)
C (3.973325, 1.655354, -1.176065)
C (2.601682, 2.388137, -0.829661)
C (2.468490, 3.946748, -1.198846)
C (2.878884, 4.259443, -2.762591)
C (1.419167, 1.605839, -0.150642)
C (1.628546, 0.043294, 0.134733)
C (3.011737, -0.681426, -0.215456)
N (3.263240, -2.134157, 0.076169)
C (4.228411, -2.309479, 1.208645)
C (3.572462, -2.188563, 2.682432)
C (3.261177, -0.663234, 3.144674)
C (0.372644, -0.760533, 0.792912)
O (0.667997, -1.759596, 1.527138)
C (-1.096538, -0.251425, 0.419150)
C (-1.320612, 1.320491, 0.125424)
C (-2.760103, 1.936848, -0.285073)
C (-2.801106, 3.530750, -0.577133)
C (-3.330121, 4.339639, 0.708150)
C (-3.649423, 5.222140, 1.636073)
C (-4.056735, 1.014570, -0.391669)
B (-5.547831, 1.630552, -0.766838)
O (-6.755708, 1.128488, -0.068852)
N (-5.780636, 2.730522, -1.769497)
C (-6.772986, 2.318345, -2.836571)
C (-6.535996, 3.798357, -0.977255)
C (-3.832115, -0.595654, -0.113914)
C (-5.112758, -1.628684, -0.263415)
N (-5.635843, -1.678256, -1.693121)
C (-2.374097, -1.197717, 0.271265)
P (-2.096402, -3.076739, 0.562373)
C (-0.690153, -3.739863, -0.525928)
C (-1.257730, -5.075377, -1.292635)
C (-1.826776, -3.444639, 2.406655)
C (-3.234327, -3.615899, 3.240736)
C (0.000401, 2.235085, 0.289784)
O (0.015280, 3.418673, 0.782036)
H (11.649290, -1.414418, 0.854934)
H (7.186246, -2.157951, 0.857387)
H (7.718739, -2.242145, -0.911376)
H (6.464106, 0.208910, 0.700254)
H (7.600496, 0.623688, -0.764501)
H (5.935395, -0.210994, -2.351993)
H (5.610772, -1.717528, -1.321932)
H (4.817112, 2.292126, -1.665388)
H (3.216041, 4.515312, -0.526245)
H (1.417084, 4.387707, -1.065362)
H (3.967024, 4.608824, -2.877853)
H (2.613894, 3.347615, -3.408594)
H (2.172652, 5.120096, -3.114877)
H (3.700530, -2.608278, -0.731429)
H (5.139748, -1.606432, 1.187503)
H (4.659656, -3.393896, 1.138048)
H (2.651993, -2.888520, 2.835522)
H (4.377681, -2.603087, 3.422003)
H (3.804649, 0.049810, 2.403247)
H (3.634213, -0.429193, 4.214387)
H (2.149982, -0.375712, 3.112823)
H (-1.762445, 3.926111, -0.929891)
H (-3.527745, 3.803155, -1.449342)
H (-3.821568, 6.132549, 2.331478)
H (-6.798514, 1.577159, 0.808893)
H (-7.637250, 1.672146, -2.435362)
H (-7.264762, 3.309296, -3.210893)
H (-6.248991, 1.872439, -3.771735)
H (-6.324109, 3.679294, 0.162299)
H (-7.691712, 3.656530, -1.082638)
H (-6.267066, 4.867896, -1.300752)
H (-4.842692, -2.712705, 0.005209)
H (-5.982735, -1.332983, 0.448788)
H (-4.900536, -1.411362, -2.365637)
H (-6.475640, -1.073750, -1.773478)
H (0.301908, -3.939398, 0.026630)
H (-0.488713, -2.972330, -1.365747)
H (-0.429838, -5.423128, -2.025654)
H (-2.196524, -4.822300, -1.938760)
H (-1.591022, -5.900165, -0.565639)
H (-1.172470, -4.388842, 2.559521)
H (-1.264148, -2.585711, 2.962847)
H (-3.867217, -4.464418, 2.796158)
H (-2.921251, -3.797083, 4.341032)
H (-3.749192, -2.572224, 3.175975)
I (-4.689418, 0.209628, 1.750410)

Force components x, y, z for each atom (eV/Å):
C -6.438 -1.491 -0.666
C 5.934 -0.548 -0.426
C 1.077 0.502 0.531
C -0.118 -0.971 0.991
C 0.041 0.451 -0.393
C -3.682 2.613 0.641
C -2.262 -2.014 1.361
C 0.105 -2.548 0.740
C 0.807 -0.166 -0.620
C -1.079 0.303 0.443
C 2.855 -2.662 -0.842
C 1.872 1.763 -1.366
C 0.216 2.453 -0.739
N 0.594 1.623 0.245
C 0.030 -1.068 1.481
C 0.325 -0.152 0.834
C 0.172 0.371 -0.414
C 1.498 -1.827 0.871
O -1.762 3.883 -2.789
C -3.939 1.881 -1.595
C 0.841 -1.573 0.346
C -0.849 -2.801 -0.719
C -0.937 -0.124 0.592
C -0.704 5.049 3.741
C 1.809 -3.754 -4.866
C 4.952 1.919 -2.705
B -0.034 -0.740 0.441
O 1.342 1.510 -0.809
N -1.794 0.071 0.566
C -0.114 0.920 -1.224
C -0.679 0.127 1.084
C 0.253 0.875 2.414
C -0.401 -0.581 -1.519
N -0.012 0.531 0.959
C 3.509 1.827 -0.096
P -1.639 0.590 -0.275
C 0.326 -0.319 -0.881
C 0.074 0.626 -0.337
C 0.570 0.489 1.857
C 1.229 0.847 -0.603
C -0.944 1.271 0.982
O -0.150 -3.862 -2.087
H -2.696 0.968 -0.300
H 0.881 1.269 -1.401
H 0.437 1.395 1.590
H 0.792 -0.354 -1.816
H -1.309 -1.328 0.683
H -0.698 -0.600 1.745
H -0.350 1.976 0.125
H -1.702 -1.266 0.926
H -1.375 -0.788 -0.932
H 1.649 -1.144 0.265
H -1.646 -0.771 0.068
H 0.711 1.356 0.896
H 1.447 -1.421 0.532
H -0.549 0.766 0.372
H -1.386 -0.733 -0.103
H -0.819 1.814 -0.033
H 1.580 1.419 -0.648
H -1.231 0.705 -1.355
H -0.876 -1.076 1.386
H -0.494 -0.545 -1.743
H 1.676 -0.670 -0.080
H -1.814 -0.768 1.219
H 1.052 -0.841 1.706
H 0.294 -2.467 -1.547
H 0.059 -0.901 -0.911
H 1.340 0.695 -0.591
H 0.856 -1.779 0.500
H -0.865 0.395 1.789
H -0.124 0.570 -1.954
H 1.968 0.258 0.203
H -0.222 -1.668 0.392
H 0.263 1.890 -0.172
H 1.580 -0.588 -1.868
H -0.743 -0.037 0.534
H 1.138 -0.353 -0.119
H -1.575 0.264 -0.845
H -0.243 -1.013 1.486
H -1.342 0.219 1.299
H 1.697 -0.242 1.261
H 0.756 1.184 -1.056
H -1.054 1.401 -0.546
H -0.817 -1.474 -1.195
H 0.815 1.374 0.829
H -0.778 0.109 -1.777
H 0.528 -2.047 0.135
I 0.294 -0.446 5.901

Results
HOMO level in eV: -2.890
Orbital gap in eV: 4.4
Energy relative to the best compared isomer or geometry (same formula, charge and spin) in kJ/mol: 986.7
Multiplicity: 1
Total charge: -1